127
Properties=species:S:1:pos:R:3:mulliken_charge:R:1 method="wB97M-V/def2-TZVPD" fmax_ha_per_bohr=0.1392 de_lowest_kcal_mol=0.0 multiplicity=1 total_energy_ha=-4845.18601 lumo_ev=-7.959 total_charge=+3 e_homo_ha=-0.613
H 4.011 -6.898 1.168 0.406
H 6.188 7.220 -1.454 0.314
H -7.622 -2.479 2.679 0.347
H 4.143 6.995 3.168 0.244
C 3.940 -6.144 -0.887 -0.700
C 5.182 5.638 -0.485 -0.619
H -6.358 4.537 1.461 0.435
H 1.903 -5.486 -5.977 0.498
C -5.765 -0.016 -0.316 -1.248
C -6.081 -1.423 1.741 -0.171
O -1.831 -2.809 -0.147 -0.440
H -0.015 3.158 -0.964 0.312
O -3.448 -3.237 5.063 -0.415
H 4.519 -5.955 -3.544 0.629
C -6.823 2.413 1.362 -0.641
H -8.565 0.115 1.613 0.426
H -8.061 -2.142 -0.279 0.297
H -6.785 -3.347 1.361 0.377
H -9.239 -2.113 1.071 0.432
N -0.325 -1.588 1.753 -0.209
C -6.016 3.683 3.434 -1.118
F -2.684 -2.276 1.960 -0.087
N -1.867 -1.068 5.059 -0.394
C 3.836 -5.191 -3.187 -1.106
O -2.207 -2.727 7.136 -0.507
C 3.616 -2.478 -4.860 -0.712
H 3.574 5.327 3.533 0.185
C 1.831 -3.801 -3.945 -0.909
H -5.812 -1.084 2.744 0.134
C -8.269 -1.771 0.726 -0.767
H 0.619 4.581 0.956 0.428
H 3.355 -7.813 -4.576 0.349
H 3.456 -1.702 -5.604 0.292
H 3.331 -8.836 -6.683 0.422
H -5.403 4.501 3.810 0.404
H 4.609 -4.365 -5.485 0.443
F 1.320 -0.184 1.041 -0.398
C -7.230 -2.403 1.666 -0.615
H 1.776 -8.180 -6.439 0.370
H 3.919 8.062 1.373 0.415
C -3.708 0.100 -1.664 -1.466
H 2.427 -6.749 0.539 0.344
H 3.306 7.914 -0.742 0.298
C 5.399 5.895 4.522 -1.406
C 5.122 5.512 2.040 -1.191
C 2.571 -2.501 -3.755 -0.519
N 4.468 6.036 0.798 0.653
H 2.384 6.240 1.326 0.376
H 5.492 4.928 5.012 0.354
H -8.244 0.289 -0.094 0.397
H -2.767 0.633 -1.786 0.310
H 6.213 5.555 -0.141 0.421
H 4.304 -6.736 -5.586 0.371
H 5.667 7.763 1.125 0.426
H -7.016 3.775 3.861 0.314
O -4.246 -0.654 6.133 -0.529
O -0.407 -0.537 -0.540 -0.405
H 2.680 5.798 -0.360 0.413
C 3.623 -3.899 -5.370 -0.697
C 4.395 7.942 -0.694 -0.730
H -5.864 -0.995 -0.789 0.485
H 4.867 -5.569 -0.751 0.333
H 3.308 -4.062 -6.403 0.471
C 1.302 3.769 0.703 -0.604
H 1.652 3.548 -1.392 0.353
H 2.890 3.952 2.053 0.181
H 4.608 -2.320 -4.431 0.361
C 2.774 4.175 0.990 -0.483
H 4.859 6.701 -2.485 0.337
H -6.673 0.815 2.845 0.770
H 6.352 6.339 4.223 0.346
H -3.645 -0.233 0.471 0.046
F -2.767 1.065 5.462 -0.349
H 4.388 -7.094 -1.190 0.443
O 1.218 -2.387 -0.043 -0.469
C 1.023 3.062 -0.644 -1.037
H 1.225 -4.035 -3.072 0.559
H 6.126 5.941 2.095 0.682
S -3.299 -0.431 5.077 0.734
H 2.990 -7.299 -7.494 0.382
N -6.472 -0.127 1.005 0.671
H 1.186 1.986 -0.627 0.155
H -4.968 3.510 1.603 0.183
H -5.188 1.123 2.063 0.383
H 5.104 6.544 5.351 0.383
H -6.336 0.698 -0.904 0.539
H 4.930 4.708 -0.987 0.337
C 2.274 -5.992 -5.090 -0.738
C -7.965 -0.278 0.791 -0.664
S -1.413 -2.900 1.214 0.836
H -3.531 -0.968 -1.784 0.338
N 2.920 -4.779 -4.314 0.075
H -6.842 2.414 0.271 0.338
O -3.872 -0.304 3.764 -0.287
O -1.219 -4.128 1.913 -0.518
C 4.663 7.550 0.767 -0.712
H 4.749 8.920 -1.006 0.470
C -6.016 3.604 1.906 -0.518
C 2.814 -7.881 -6.591 -1.525
C 3.287 -7.054 -5.358 -0.462
S -2.369 -2.596 5.720 0.892
C 4.441 5.963 3.348 0.051
H 3.053 -2.475 -2.776 0.145
H -4.208 1.369 0.051 0.062
H 2.749 -4.538 -1.459 -0.115
H 4.472 -4.314 -3.052 0.467
C -4.258 0.317 -0.239 0.530
C -6.264 1.090 1.873 -1.139
H -4.408 0.462 -2.415 0.442
C 3.397 -6.243 0.548 -1.341
C 3.035 -5.494 -1.905 0.133
H 3.292 -5.323 1.124 0.279
C 3.014 5.647 0.665 -0.719
H 1.441 -6.237 -4.433 0.543
H 1.924 -1.625 -3.778 0.582
S 0.320 -1.357 0.402 0.833
H 5.356 4.447 2.036 0.447
H 1.121 3.016 1.479 0.150
H 2.126 -6.058 -2.116 0.430
Ca -0.216 -0.374 3.695 1.843
H -5.080 -1.698 1.406 0.117
H -5.570 2.788 3.879 0.189
H 1.179 -3.798 -4.819 0.537
H -7.854 2.517 1.703 0.489
H 3.417 3.402 0.560 0.346
F -1.097 -3.338 5.072 -0.271
C 5.166 6.842 -1.453 -0.583

130
Properties=species:S:1:pos:R:3:mulliken_charge:R:1 method="wB97M-V/def2-TZVPD" fmax_ha_per_bohr=0.0311 multiplicity=1 total_energy_ha=-5272.06763 lumo_ev=2.014 total_charge=-1 e_homo_ha=-0.252
H -2.551 -1.582 -5.437 0.333
C 3.142 4.045 -1.127 0.735
H 3.846 3.343 -0.671 -0.111
H 3.029 6.165 -1.438 0.324
H 0.176 -5.103 1.604 0.330
H 0.297 -4.559 3.929 0.266
H -2.923 -1.018 0.942 0.400
H -3.936 2.931 1.901 0.269
N -1.328 -4.715 -2.666 0.138
H -2.379 3.338 -1.033 0.295
C 4.130 -0.507 0.311 -0.571
H 0.009 -3.238 -2.039 0.106
H -1.909 1.767 -4.377 0.342
H 5.465 -3.021 2.128 0.352
H -0.423 -2.795 1.692 -0.454
H -4.159 -1.488 3.010 0.221
H -1.376 -3.069 4.747 0.031
H 0.085 3.803 1.080 0.442
H 1.686 1.497 1.588 0.281
C -1.253 1.239 5.064 -0.649
C 2.205 4.474 2.995 -1.199
H 0.429 -1.502 3.974 0.231
H -4.177 -1.297 -4.708 0.287
N 1.622 3.292 2.411 0.403
H -2.817 -6.025 -2.154 0.355
O -6.638 0.910 1.476 -0.670
H -2.416 2.987 0.996 -0.407
H -3.152 -3.657 -2.573 0.332
O -2.162 -3.157 2.786 -0.276
C 5.066 -2.594 1.211 -0.969
H 5.519 4.617 -2.297 0.269
H -4.814 5.841 0.727 0.342
N -0.561 -0.016 5.194 0.239
H 5.012 -3.192 -1.957 0.180
H 3.900 -4.108 -3.003 0.352
C -0.715 -4.840 3.615 -0.899
C -2.819 1.300 -3.986 -0.196
H 4.846 6.222 -2.900 0.342
H 5.399 -3.336 -5.014 0.296
C 4.117 -3.123 -2.576 -0.659
C -1.762 -3.765 4.002 -0.246
H 4.428 0.538 0.230 0.155
H -1.955 1.239 4.224 0.086
N 4.965 -1.160 1.312 0.209
H 6.354 -2.395 -3.839 0.349
H 3.222 -2.926 -1.983 0.145
H -2.448 0.481 1.800 -0.185
H 2.152 5.360 2.353 0.357
H 3.258 4.295 3.203 0.347
H -1.869 -2.796 -3.355 -0.099
F 1.539 1.031 -0.742 -0.514
O 3.562 2.088 2.177 -0.704
C -2.598 -0.186 -3.740 0.776
C 5.698 -0.468 2.193 0.209
H -1.373 -0.381 7.002 0.252
H -5.167 1.242 0.127 0.440
C -1.793 -6.086 -2.534 -1.083
H -2.728 0.559 -6.631 0.283
O 0.667 -5.078 -1.660 -0.698
As 0.205 -0.096 -0.791 2.465
H 4.350 5.753 -0.336 0.371
C -4.695 -0.541 2.986 -0.990
C 2.368 2.247 2.016 0.177
C -1.246 -3.517 1.748 0.413
H 1.703 4.723 3.934 0.314
H -5.536 5.086 -0.653 0.329
C 0.209 3.359 2.068 -0.814
H -0.826 -5.802 4.119 0.435
H 2.279 4.036 -0.457 -0.414
H 4.331 -0.878 -0.697 0.331
H 1.069 0.099 3.871 0.371
H 5.589 -1.556 -5.143 0.361
H -1.529 -0.339 -3.595 -0.430
C -3.229 -0.848 -4.997 -0.610
H -4.253 0.080 3.774 0.293
H -2.570 -4.134 -4.228 0.424
C -5.095 4.866 0.315 -1.076
H -3.118 -0.652 -2.903 0.024
H -4.464 0.112 -6.431 0.360
C -0.780 -4.912 2.095 -0.407
O 6.486 -0.990 2.984 -0.665
O -3.774 4.318 -2.097 -0.660
H -2.989 4.347 2.112 0.384
N 4.297 -2.147 -3.631 0.049
C 3.792 5.413 -1.211 -0.787
H -1.452 -5.690 1.726 0.309
C -3.177 0.026 1.128 -0.549
H -1.817 -6.623 -3.482 0.296
O -3.813 1.390 -5.005 -0.443
C -2.289 -3.795 -3.230 -0.657
H -5.763 4.345 0.998 0.324
N -4.500 0.151 1.722 0.223
H -1.801 -3.428 0.812 0.088
H -5.755 -0.631 3.198 0.425
H -2.623 -4.321 4.388 0.380
C -3.529 0.341 -5.920 -0.596
H -0.342 3.918 2.827 0.468
H -0.252 2.372 2.121 -0.171
H -3.110 0.489 0.144 -0.011
F -1.108 -1.255 -0.943 -0.334
H -1.846 1.426 5.962 0.360
F 1.246 -1.450 -0.385 -0.493
C 4.638 5.251 -2.449 -0.486
H 2.992 -0.927 -2.754 -0.156
O 3.784 4.532 -3.339 -0.467
N -3.891 4.063 0.160 0.210
C 3.664 -0.964 -3.626 0.847
H -3.169 1.829 -3.103 -0.160
C 5.456 -2.398 -4.466 -1.075
C -3.317 3.914 -1.047 0.280
F -0.838 1.275 -1.124 -0.546
C -5.486 0.798 1.085 0.210
H -1.206 -6.621 -1.794 0.343
H 1.809 4.224 -2.788 0.251
C -0.180 -4.314 -2.110 0.421
H -0.500 -0.356 3.121 -0.117
F -0.128 0.113 0.904 -0.358
H 2.719 2.737 -2.858 0.157
C 0.134 -0.454 4.003 -0.599
C 2.798 3.793 -2.606 -0.198
H 5.699 -2.917 0.381 0.251
H -0.560 2.069 4.911 0.221
H 4.100 -3.084 1.071 0.330
C -0.633 -0.802 6.300 0.152
C -3.244 3.592 1.365 -0.285
H 5.561 0.621 2.196 0.328
F 0.555 -0.253 -2.497 -0.605
O 0.041 -1.787 6.480 -0.554
O 3.865 -0.058 -4.416 -0.694
H 3.068 -0.587 0.522 -0.088

126
Properties=species:S:1:pos:R:3:mulliken_charge:R:1 method="wB97M-V/def2-TZVPD" fmax_ha_per_bohr=0.0492 multiplicity=1 smiles="CC(C)C[C@@H](C)CO[C@H]1OS(=O)(=O)O[C@@]1(CCCS)C(F)(F)F.COCCOC.COCCOC.COCCOC.COCCOC.COCCOC" total_energy_ha=-3525.46919 lumo_ev=0.248 e_homo_ha=-0.341
H 5.439 -3.977 -8.709 0.187
H -3.210 -3.395 10.862 0.287
H -3.125 -2.135 12.126 0.324
C -6.568 4.381 1.755 -1.053
C 5.294 -5.381 -5.317 -0.709
H -0.342 1.323 3.527 0.315
H 6.896 -2.700 -5.914 0.367
H -4.931 -3.599 8.886 0.420
H 6.029 -4.316 -13.199 0.319
H -2.160 -1.360 10.020 0.370
H 7.222 -2.734 -3.450 0.356
O 5.122 -5.838 -9.583 -0.393
C -2.135 -3.982 4.808 -0.502
H 4.542 -2.711 -10.650 0.383
C -3.680 -2.234 4.457 -0.052
C -0.466 3.450 0.733 -1.338
C -7.281 3.037 1.527 -0.915
O -4.329 5.830 2.997 -0.423
H 6.243 -4.815 -2.626 0.326
H -7.165 2.390 -0.589 0.297
H -4.223 -1.575 7.754 0.347
C -3.549 -1.535 3.120 -0.679
C -4.705 3.747 -0.062 -0.021
H -3.248 -0.072 9.480 0.394
H -0.434 0.030 1.296 0.190
H -4.471 3.871 3.195 0.581
C 4.891 -3.740 -10.784 -0.692
H 4.771 2.893 0.916 0.310
H 3.266 1.997 0.617 0.069
H 0.775 1.013 0.377 0.148
C -4.183 -3.946 8.170 -0.758
C 4.640 3.282 -3.000 -0.576
C -3.245 -1.780 8.201 -0.256
H 5.713 3.713 -1.176 0.374
H -1.360 -3.345 4.376 0.227
H -2.102 -3.915 5.901 0.184
H -0.065 5.546 -0.484 0.380
H 6.285 -3.564 -1.350 0.313
H 6.671 -7.157 -9.432 0.270
H -7.125 5.248 1.404 0.452
H 1.126 2.022 2.761 0.220
O 3.695 3.415 -0.770 -0.220
C -4.126 4.545 2.400 -0.501
H -2.450 -2.192 0.718 0.324
O -2.991 -3.178 8.242 -0.385
C 0.075 5.882 0.547 -1.739
O 6.232 -3.667 -11.245 -0.378
C -1.975 -2.507 1.653 -0.931
C 4.147 2.430 0.143 -0.663
H 4.799 -4.486 -1.651 0.255
O -2.204 -1.535 2.663 -0.245
C -0.263 0.948 0.722 -1.180
H -0.900 -2.580 1.489 0.247
C 4.799 -4.461 -9.454 -0.191
H 0.558 3.361 0.335 0.347
C 6.149 -3.177 -5.271 -0.449
S -8.706 4.270 -0.604 -0.270
H 3.344 1.126 -4.058 0.318
H -8.651 2.036 0.223 0.474
H 3.003 1.402 -2.324 0.263
H 7.175 -5.462 -9.558 0.296
H 6.472 -6.082 -8.036 0.122
O -5.056 5.897 0.721 -0.433
C 4.729 3.896 -1.618 -0.547
C -5.103 4.504 1.199 1.750
H 3.765 -4.407 -9.098 0.388
H -3.935 -4.982 8.397 0.235
O -3.858 7.886 1.718 -0.594
H 5.588 -6.408 -5.101 0.243
H 6.195 -5.617 -11.984 0.324
H -1.135 3.406 -0.132 0.276
C 6.432 -6.138 -9.129 -0.490
H -0.143 3.048 3.540 0.368
H 4.873 -5.344 -6.328 0.231
C -3.140 -1.157 9.578 -0.757
H 5.163 -3.000 -5.712 0.314
H -4.712 -2.124 4.810 0.365
H 4.594 4.978 -1.706 0.350
S -4.876 6.931 1.921 1.207
O 5.206 -3.053 -3.039 -0.342
F -5.442 4.100 -1.088 -0.259
H -2.353 -3.489 1.946 0.437
H -4.595 -3.900 7.156 0.274
C -7.881 2.807 0.118 -0.651
H 1.125 6.084 0.760 0.395
H -3.844 -0.487 3.241 0.298
H -6.481 4.497 2.842 0.538
H 6.088 -1.481 -3.976 0.290
O -2.807 4.181 2.228 -0.087
O 6.450 -4.566 -5.245 -0.367
H -1.941 -5.014 4.518 0.268
H 5.393 3.752 -3.642 0.397
H -1.766 2.045 1.800 -0.186
H -0.522 6.792 0.685 0.399
O -4.184 -1.601 10.432 -0.372
H 4.535 -5.075 -4.593 0.394
C 6.235 -2.562 -3.890 -0.468
H -3.020 -1.777 5.200 0.058
C 6.517 -4.611 -12.263 -0.720
H 0.131 4.793 2.391 0.643
H -0.888 0.888 -0.180 0.386
H -6.607 2.196 1.734 0.245
H 4.712 1.643 -0.361 0.366
H -4.643 -3.006 11.833 0.239
O 4.927 1.891 -2.971 -0.329
H 3.657 3.469 -3.443 0.321
H 7.594 -4.620 -12.421 0.241
F -4.752 2.437 0.118 -0.251
C -3.757 -2.589 11.355 -0.680
H -2.479 -1.335 7.557 0.310
H -1.808 6.002 2.666 0.374
C 5.669 -4.032 -2.125 -0.764
O -6.100 7.531 2.267 -0.596
C 0.053 2.159 2.935 -1.458
H -8.092 2.930 2.254 0.507
C -0.697 2.163 1.596 1.530
O -3.429 -3.626 4.343 -0.397
C -0.506 4.774 1.505 0.821
H -4.213 -1.988 2.378 0.403
F -3.455 4.017 -0.416 -0.260
H 4.248 -4.220 -11.528 0.349
C -1.920 5.260 1.867 -1.215
H 4.046 0.058 -2.826 0.161
H -2.352 5.773 0.998 0.465
C 3.761 1.087 -3.045 -0.598
H -8.195 4.275 -1.855 0.126

> Which value of multiplicity does entry 1 give?

1